This record from the OMol25 dataset describes C24H32BrClN2ORhSi2 as an isolated structure. The level of theory is the ωB97M-V functional and the def2-TZVPD basis.

XYZ file:
```
64
C24H32BrClN2ORhSi2 | the OMol25 dataset | the ωB97M-V functional and the def2-TZVPD basis
Rh 0.20512 -0.07736 0.02989
C -0.51826 1.46409 2.23639
Si -1.18582 2.41128 0.73277
C -0.93243 4.21678 1.13309
C -3.00573 2.01241 0.54302
C -0.18895 1.82405 -0.76965
C 1.23393 2.17592 -0.56305
C 1.99573 3.31046 -0.81096
C 3.32326 3.30852 -0.41521
C 3.87351 2.19235 0.20889
C 3.07494 1.08427 0.40448
N 1.80065 1.10421 0.02396
Si -0.98467 2.29379 -2.42255
C -2.35816 1.07219 -2.81727
C -1.76146 4.00329 -2.31757
C 0.29721 2.44296 -3.77068
H -1.16996 1.73234 3.07333
H 0.49447 1.78066 2.49321
H -0.53321 0.36634 2.21371
H -1.44687 4.45979 2.06637
H -1.32491 4.87303 0.35679
H 0.12618 4.44675 1.27292
H -3.47586 1.94737 1.52689
H -3.17655 1.06608 0.02956
H -3.53138 2.78662 -0.01658
H 1.54946 4.17106 -1.29036
H 3.93772 4.18195 -0.59053
H 4.90581 2.17689 0.52545
H 3.44855 0.17283 0.85208
H -3.31474 1.45150 -2.45219
H -2.18537 0.09368 -2.36593
H -2.45197 0.92408 -3.89485
H -2.57686 4.07635 -1.59818
H -2.17392 4.25195 -3.29947
H -1.02573 4.77401 -2.07599
H 0.97470 1.59536 -3.83040
H 0.89771 3.34310 -3.61737
H -0.19740 2.54772 -4.73933
O -0.22549 -5.49945 3.16693
C 0.03907 -4.33924 2.56321
C 1.27174 -3.68864 2.63890
C 1.43412 -2.49372 1.97354
N 0.45736 -1.92662 1.25695
C -0.69890 -2.57179 1.20666
Br -1.96958 -1.62304 0.15138
C -0.99116 -3.76167 1.81800
H 0.53898 -5.82837 3.65647
H 2.09078 -4.10908 3.20699
H 2.37550 -1.96174 2.00649
H -1.95662 -4.23838 1.73854
Cl 3.69494 -0.18530 -2.55214
C 2.24976 -0.46142 -3.48508
C 2.32974 -0.25391 -4.85384
C 1.21483 -0.46780 -5.64593
C 0.02951 -0.89724 -5.06423
C -0.02498 -1.11388 -3.69990
C 1.07675 -0.89683 -2.86721
C 0.99074 -1.27032 -1.43232
H 3.26546 0.07125 -5.28688
H 1.27665 -0.30570 -6.71347
H -0.84400 -1.07987 -5.67593
H -0.93982 -1.48668 -3.25403
H 1.97801 -1.51564 -1.03709
H 0.35652 -2.15568 -1.35454
```

Total charge = +1
2S+1 = 1
Energy relative to the best compared isomer or geometry (same formula, charge and spin) = 0.00 kJ/mol
LUMO energy = -2.9 eV
E_HOMO = -11.128 eV
HOMO-LUMO gap = 8.245 eV

natural (NBO) atomic charge list, values in e, 2 entries: number 1, Rh, carries 0.6208; number 2, C, carries -1.1358

This record from the OMol25 dataset describes C33H27BF5I2IrN4O5 as an isolated structure. The level of theory is the ωB97M-V functional and the def2-TZVPD basis.

XYZ file:
```
78
C33H27BF5I2IrN4O5 | the OMol25 dataset | the ωB97M-V functional and the def2-TZVPD basis
Ir 1.23592 -2.14016 0.49361
C 0.62142 3.06324 0.78011
C 1.79482 2.46064 0.07461
N 2.76902 3.30574 -0.20929
C 3.90562 2.91884 -0.75309
C 4.18032 1.59614 -0.99809
C 5.57772 1.20504 -1.42919
O 5.64432 0.51914 -2.65859
C 3.16802 0.60944 -0.74139
C 3.50052 -0.71326 -1.07889
N 3.12102 -1.91456 -0.60399
C 3.95492 -2.98026 -0.85459
C 5.28442 -2.82496 -1.32499
C 6.08802 -3.89186 -1.64789
C 5.63632 -5.19676 -1.50779
C 4.36922 -5.39876 -0.99029
C 3.57222 -4.32016 -0.66019
I 1.67172 -4.80686 0.22731
C 1.92612 1.10534 -0.23449
O 0.87262 0.23984 -0.02789
H 0.99182 3.88624 1.38671
H 0.11022 2.35254 1.42381
H -0.09218 3.46854 0.06401
H 4.62782 3.69734 -0.95129
H 5.99412 0.52044 -0.68119
H 6.20282 2.10094 -1.45669
H 5.54392 1.14724 -3.38199
H 4.27982 -0.75196 -1.82939
H 5.70042 -1.83766 -1.44049
H 7.08282 -3.69996 -2.01699
H 6.26062 -6.03626 -1.76589
H 4.00072 -6.39866 -0.82869
C -5.47398 4.62344 -1.22329
C -5.60238 3.17214 -1.71939
C -5.45928 3.12334 -3.24739
C -6.99268 2.64334 -1.34819
C -4.50918 2.35324 -1.05719
C -4.78458 1.60284 0.09231
C -3.83678 0.83104 0.74181
C -2.56318 0.83784 0.21631
O -1.43158 0.21354 0.65831
B -0.42728 0.63294 -0.19269
O -0.91658 1.46114 -1.18389
C -2.25558 1.60444 -0.91649
C -3.20688 2.36334 -1.56379
H -6.28258 5.22454 -1.62979
H -4.53028 5.06414 -1.53379
H -5.53158 4.66234 -0.13749
H -6.34558 3.54744 -3.71209
H -5.35378 2.09354 -3.58349
H -4.60408 3.69644 -3.59329
H -7.74378 3.10324 -1.98299
H -7.24708 2.88194 -0.31959
H -7.04248 1.56684 -1.48879
H -5.77448 1.62614 0.51461
H -4.08168 0.26854 1.62691
H -2.93268 2.94164 -2.42949
F 2.08902 -1.37346 7.52251
C 1.69912 -1.37206 6.25241
C 1.08292 -0.24336 5.70701
F 0.89582 0.83584 6.46341
C 0.66032 -0.24436 4.38851
F 0.06642 0.84204 3.87291
C 0.82082 -1.37516 3.54831
O 0.36912 -1.41096 2.34841
C 1.48582 -2.48236 4.13621
F 1.71452 -3.52686 3.31491
C 1.90772 -2.49806 5.45111
F 2.50162 -3.57346 5.96181
I -4.09418 -4.44686 -2.26599
C -2.72008 -3.43156 -1.07689
C -2.92338 -2.95656 0.20731
N -1.77108 -2.40176 0.59201
N -0.85108 -2.46306 -0.37229
C -1.40308 -3.09666 -1.39759
H -3.78868 -3.00546 0.83421
H -1.54628 -1.90836 1.44921
H -0.86268 -3.29146 -2.30159
```

Total charge = +1
2S+1 = 2
LUMO energy (alpha / beta) = -4.6 / -4.7 eV
Expectation value of S² = 0.987
E_HOMO (alpha / beta) = -10.004 / -10.023 eV
HOMO-LUMO gap (alpha / beta) = 5.445 / 5.329 eV

Mulliken atomic charge list, values in e, 2 entries: number 1, Ir, carries 1.9183; number 2, C, carries -1.3188

This record from the OMol25 dataset describes one molecule with the formula C4H7NO. The level of theory is the ωB97M-V functional and the def2-TZVPD basis.

XYZ file:
```
13
C4H7NO | the OMol25 dataset | the ωB97M-V functional and the def2-TZVPD basis
H 2.26690 0.93171 -0.38709
N 2.59308 0.03485 -0.02849
C 1.69660 -0.82958 0.21450
C 0.30455 -0.93496 -0.28915
O -0.33979 -1.90705 -0.54063
C -0.29482 0.53683 0.00376
C -1.81135 0.46297 0.08105
H 2.03910 -1.78017 0.62214
H 0.02720 1.13082 -0.85622
H 0.10168 1.02826 0.89546
H -2.22536 0.00221 -0.81380
H -2.24102 1.46017 0.16128
H -2.11678 -0.13607 0.93719
```

SMILES = [H]/N=C\C(=O)CC
Total charge = 0
2S+1 = 1
Energy relative to the best compared isomer or geometry (same formula, charge and spin) = 199.07 kJ/mol
LUMO energy = -0.1 eV
E_HOMO = -9.507 eV
HOMO-LUMO gap = 9.382 eV

natural (NBO) atomic charge list, values in e, 2 entries: number 1, H, carries 0.3369; number 2, N, carries -0.5439

This record from the OMol25 dataset describes a 2-piece molecular cluster, C12H18BrN2O7S overall. The level of theory is the ωB97M-V functional and the def2-TZVPD basis.

XYZ file:
```
41
C12H18BrN2O7S | the OMol25 dataset | the ωB97M-V functional and the def2-TZVPD basis
C 2.72205 -0.02304 -0.39060
C 1.93988 1.27422 -0.43881
C 0.73355 1.36473 0.49624
Br 1.04039 0.42089 2.16951
C -0.62755 1.00783 -0.15404
C -1.61818 1.04604 0.90716
N -2.40361 1.11880 1.75463
C -0.77325 -0.36207 -0.81656
C -0.00098 -0.52056 -2.05341
N 0.62117 -0.64701 -3.03950
O -0.45954 -1.38369 0.07380
C -1.16553 -2.59398 -0.15381
C -2.36796 -2.76495 0.74015
C -3.58061 -1.99628 0.25715
O -2.69877 -4.15860 0.71197
S -1.09152 2.36587 -1.32466
C -2.56161 3.11742 -0.66264
O -0.07782 3.37317 -1.35487
O -1.43871 1.80791 -2.60048
H 3.25708 -0.15266 0.53828
H 3.45064 -0.00023 -1.18322
H 2.10538 -0.89762 -0.55976
H 1.61507 1.47446 -1.44981
H 2.62661 2.05201 -0.15548
H 0.64531 2.38681 0.80868
H -1.81101 -0.46164 -1.11062
H -1.45474 -2.68583 -1.19562
H -0.47312 -3.39517 0.04521
H -2.12765 -2.52355 1.76163
H -3.50154 -0.93510 0.44126
H -4.46504 -2.37274 0.74202
H -3.64109 -2.13069 -0.81688
H -3.20831 -4.28653 -0.08522
H -3.33084 2.36906 -0.58333
H -2.88095 3.82569 -1.40050
H -2.37729 3.55947 0.29910
C 5.56873 0.50408 1.68247
O 4.90256 -0.55100 1.86527
O 6.83277 0.48816 2.32806
O 5.28610 1.51957 1.04245
H 6.77103 -0.39079 2.72805
```

Total charge = -1
2S+1 = 1
Energy relative to the best compared isomer or geometry (same formula, charge and spin) = 41.09 kJ/mol
LUMO energy = 2.0 eV
E_HOMO = -4.563 eV
HOMO-LUMO gap = 6.601 eV

natural (NBO) atomic charge list, values in e, 2 entries: number 1, C, carries -0.6338; number 2, C, carries -0.4495

This record from the OMol25 dataset describes a 2-piece molecular cluster, C2H7NO3 overall. The level of theory is the ωB97M-V functional and the def2-TZVPD basis.

XYZ file:
```
13
C2H7NO3 | the OMol25 dataset | the ωB97M-V functional and the def2-TZVPD basis
N 0.97323 -0.65172 -0.90741
C -0.38089 -1.05816 -1.17277
O -1.34286 -0.34560 -0.55954
H 1.20151 0.27327 -1.27552
H 1.60918 -1.28558 -1.39703
H -0.51592 -2.09854 -0.86677
H -0.55230 -1.04457 -2.28644
H -1.11246 0.62374 -0.50811
O -0.57990 1.78786 0.77396
C -0.08537 1.51803 1.84111
O 0.42208 0.35617 2.20602
H -0.08200 2.18034 2.70506
H 0.44571 -0.25524 1.44744
```

Total charge = +1
2S+1 = 2
Energy relative to the best compared isomer or geometry (same formula, charge and spin) = 101.77 kJ/mol
LUMO energy (alpha / beta) = -3.7 / -9.7 eV
Expectation value of S² = 0.756
E_HOMO (alpha / beta) = -15.624 / -15.450 eV
HOMO-LUMO gap (alpha / beta) = 11.920 / 5.773 eV

natural (NBO) atomic charge list, values in e, 2 entries: number 1, N, carries -0.5587; number 2, C, carries 0.0195

This record from the OMol25 dataset describes one molecule with the formula C5H14N2O. The level of theory is the ωB97M-V functional and the def2-TZVPD basis.

XYZ file:
```
22
C5H14N2O | the OMol25 dataset | the ωB97M-V functional and the def2-TZVPD basis
C -0.56054 0.49112 1.56209
C -0.13799 0.22003 0.10001
C -0.93408 1.17156 -0.82078
C -0.44134 -1.25988 -0.27655
N -1.84415 -1.66919 -0.19232
C 1.38945 0.54227 -0.04000
N 1.96999 0.18675 -1.31425
O 2.18619 -0.06452 0.95231
H -1.64848 0.46804 1.68434
H -0.13501 -0.25305 2.24467
H -0.22019 1.47926 1.89224
H -0.69432 2.21896 -0.60354
H -2.01500 1.05808 -0.68266
H -0.71174 0.98856 -1.87727
H 0.13219 -1.93386 0.36886
H -0.11407 -1.46380 -1.30238
H -2.24763 -1.39205 0.70010
H -2.38546 -1.18963 -0.91121
H 1.51916 1.62380 0.08582
H 2.91733 0.56585 -1.32187
H 2.10683 -0.82090 -1.34305
H 1.86880 -0.96741 1.09535
```

SMILES = CC(C)(CN)[C@H](N)O
Total charge = 0
2S+1 = 1
Energy relative to the best compared isomer or geometry (same formula, charge and spin) = 115.78 kJ/mol
LUMO energy = 0.8 eV
E_HOMO = -9.383 eV
HOMO-LUMO gap = 10.199 eV

natural (NBO) atomic charge list, values in e, 2 entries: number 1, C, carries -0.6150; number 2, C, carries -0.0894